No. 1
{
  "formula": "C8H9N3O",
  "method": "wB97M-V/def2-TZVPD",
  "gap_ev": [7.0, 7.0],
  "total_charge": 0,
  "species": ["C", "C", "C", "C", "C", "C", "C", "C", "N", "N", "N", "O", "H", "H", "H", "H", "H", "H", "H", "H", "H"],
  "positions_angstrom": [[-1.418, 0.345, 3.726], [-0.655, 0.341, 2.611], [0.579, -1.188, -0.058], [1.381, 0.284, 1.360], [0.029, -1.718, -1.324], [-0.145, -0.533, -2.388], [-0.832, 0.653, -1.674], [0.160, 1.229, -0.638], [-2.348, 0.602, 4.373], [0.633, 0.088, 2.499], [0.666, 0.075, 0.089], [2.564, 0.517, 1.360], [0.883, -2.509, -1.524], [-0.921, -2.230, -1.190], [0.973, -0.291, -2.439], [-0.567, -0.824, -3.349], [-1.100, 1.344, -2.349], [-1.740, 0.398, -1.149], [0.881, 1.792, -1.220], [-0.358, 1.815, 0.035], [1.335, -0.189, 3.252]]
}

No. 2
{
  "formula": "C7H11NO3S",
  "method": "wB97M-V/def2-TZVPD",
  "gap_ev": 9.9,
  "total_charge": 0,
  "species": ["C", "C", "C", "C", "C", "C", "C", "N", "O", "O", "O", "S", "H", "H", "H", "H", "H", "H", "H", "H", "H", "H", "H"],
  "positions_angstrom": [[-1.406, 0.219, -0.415], [-0.060, 2.342, 0.418], [1.185, 2.022, 1.248], [0.888, -0.205, -0.302], [-0.452, -0.983, -0.661], [-0.607, -1.340, -2.112], [-0.691, -2.194, 0.155], [-0.394, 1.144, -0.309], [-2.623, 0.356, -0.352], [0.062, -0.183, 2.140], [2.498, -0.127, 1.907], [1.217, 0.255, 1.413], [-0.878, 2.500, 1.235], [0.080, 3.268, -0.150], [2.042, 2.354, 0.678], [1.075, 2.485, 2.309], [1.570, 0.091, -1.038], [0.062, -2.233, -2.352], [-0.167, -0.494, -2.741], [-1.616, -1.389, -2.310], [-1.257, -3.048, -0.348], [-0.864, -2.120, 1.296], [0.335, -2.720, 0.291]]
}

No. 3
{
  "formula": "C2H4Si",
  "method": "wB97M-V/def2-TZVPD",
  "gap_ev": 10.1,
  "smiles": "C1=C[SiH2]1",
  "total_charge": 0,
  "species": ["C", "C", "Si", "H", "H", "H", "H"],
  "positions_angstrom": [[-0.852, -0.704, 0.039], [-0.833, 0.671, -0.016], [0.882, 0.017, 0.000], [-1.693, -1.454, 0.242], [-1.654, 1.496, -0.179], [1.366, -0.224, 1.336], [1.373, 0.110, -1.340]]
}

No. 4
{
  "formula": "C3H4O2S",
  "method": "wB97M-V/def2-TZVPD",
  "gap_ev": 8.7,
  "smiles": "O=C[C@@H](O)C=S",
  "total_charge": 0,
  "species": ["C", "C", "C", "H", "H", "H", "H", "O", "O", "S"],
  "positions_angstrom": [[0.558, 0.582, 0.439], [-0.418, -0.632, 0.181], [1.833, 0.133, -0.147], [-0.988, 1.612, -0.511], [0.604, 0.414, 1.554], [0.267, -1.590, -0.049], [2.505, 0.982, -0.668], [-0.030, 1.608, -0.112], [2.258, -1.024, -0.109], [-2.003, -0.412, -0.087]]
}

The records above give, respectively, energy values of -549.54888 -951.86816 -367.97193 -665.27830 a.u..
The records above give, respectively, energy above the lowest of the compared OMol25 structures with the same formula, charge and spin values of 5.229 4.491 0.840 2.921 eV.